[1]
The following is a DFT calculation (ωB97M-V/def2-TZVPD) of a cluster of 8 separate species, C24H48F4O28P4 in total at a distorted geometry.

```
108
Properties=species:S:1:pos:R:3:forces:R:3
O -6.364092 0.181583 0.741009 0.4 0.0 0.1
C -6.900960 -0.176048 -0.250631 -1.0 0.4 0.0
O -7.374759 -1.399661 -0.504588 0.5 -0.1 -0.1
C -7.980523 -1.432310 -1.803459 -0.2 -0.4 0.5
C -7.738127 -0.033151 -2.370898 -0.3 -0.2 0.3
F -8.935279 0.507308 -2.737035 0.1 0.1 -0.1
O -7.235163 0.676742 -1.269639 0.5 0.0 -0.3
H -7.580196 -2.293403 -2.331850 0.2 0.3 -0.3
H -9.047074 -1.595000 -1.648525 0.0 0.2 -0.2
H -7.058669 0.069640 -3.212987 0.0 -0.1 -0.1
O 0.577317 -4.127121 3.004133 0.2 0.0 0.3
C 0.148335 -4.336351 1.928829 -0.2 0.4 -0.2
O -0.327622 -5.514210 1.475302 0.3 -0.4 -0.1
C -0.496729 -5.396426 0.078615 -0.2 0.4 -0.9
C -0.739028 -3.897931 -0.093037 0.4 -1.2 0.3
F -2.041743 -3.571116 0.165088 -0.1 0.1 -0.5
O 0.033103 -3.371996 0.944242 0.1 -0.1 -0.1
H 0.407264 -5.642601 -0.491177 0.2 -0.1 0.4
H -1.276612 -6.026860 -0.340589 -0.3 0.0 0.6
H -0.402834 -3.606482 -1.085730 -0.2 0.8 0.2
O -7.589636 1.075151 4.362406 -0.6 -0.5 -0.2
C -6.844361 1.765784 3.764915 0.6 0.5 1.3
O -7.067809 3.055850 3.457348 0.3 0.3 0.0
C -5.965405 3.549026 2.672324 -1.2 -1.3 -0.7
C -4.883258 2.475335 2.845494 -1.3 0.2 0.6
F -3.887767 2.872767 3.679484 0.4 0.0 -0.5
O -5.555202 1.419243 3.494355 0.0 0.2 -0.8
H -6.344277 3.415285 1.654235 0.4 0.6 -0.2
H -5.750800 4.584385 2.899622 0.3 -0.1 0.2
H -4.594965 2.137337 1.853684 1.0 -0.1 0.3
O 5.043092 2.081057 -5.324013 0.1 0.0 0.0
C 3.968410 1.909605 -4.860794 -0.2 0.1 0.2
O 3.682864 1.283013 -3.699414 0.1 -0.4 -0.5
C 2.266535 1.017017 -3.682795 0.4 1.0 0.4
C 1.751816 2.168565 -4.534658 0.5 -0.2 0.2
F 1.663317 3.327622 -3.782347 -0.2 -0.1 0.2
O 2.809586 2.354531 -5.433158 -0.3 0.1 -0.3
H 2.071790 0.059291 -4.160667 -0.2 -0.1 0.1
H 1.969428 1.093887 -2.642349 -0.3 -0.4 -0.2
H 0.797286 2.028024 -5.028355 0.2 -0.1 -0.3
C 3.233809 0.021271 5.384655 -0.3 0.2 -0.6
O 4.047804 0.489954 6.449306 0.1 -0.2 0.6
P 5.076691 1.691079 6.314154 0.0 -0.7 0.0
O 4.477792 2.992211 6.077918 -0.1 0.3 -0.4
O 5.899828 1.558699 7.661413 0.0 -0.1 0.0
C 5.180606 1.601997 8.893759 -0.2 -0.1 0.5
O 6.101099 1.193651 5.219765 0.1 0.6 0.0
C 6.985939 0.090251 5.436440 -0.1 0.1 0.5
H 3.044194 0.799634 4.641649 0.1 0.1 0.1
H 2.273148 -0.283267 5.793507 0.1 -0.1 0.1
H 3.699219 -0.818049 4.868076 0.1 0.0 0.1
H 5.735758 2.176839 9.632453 0.2 0.1 -0.2
H 5.067086 0.590936 9.286519 -0.1 0.0 -0.2
H 4.197657 2.057290 8.775240 0.0 0.0 -0.1
H 7.968224 0.395871 5.087246 -0.1 -0.2 -0.4
H 6.573356 -0.778931 4.931237 0.3 -0.1 -0.2
H 7.094042 -0.122384 6.499655 -0.1 0.0 0.0
C 3.870860 1.682259 -0.014121 0.1 0.6 0.4
O 3.759044 0.386757 -0.591570 0.4 0.0 0.3
P 3.925224 -0.953247 0.224710 -0.8 -0.3 -0.9
O 3.687121 -0.940493 1.663215 0.0 0.1 0.2
O 5.340268 -1.502454 -0.238685 0.0 0.4 0.0
C 5.847378 -2.679201 0.377055 0.4 -0.6 0.5
O 2.870344 -1.849846 -0.573853 0.3 0.1 0.3
C 2.994173 -1.949607 -2.001798 -0.2 -0.4 0.1
H 4.227706 1.678282 1.017605 0.0 -0.3 0.0
H 2.886103 2.151683 -0.003701 0.0 -0.1 -0.2
H 4.561252 2.284732 -0.601109 -0.1 -0.1 -0.2
H 6.911235 -2.542937 0.567992 0.0 0.1 -0.2
H 5.719599 -3.550320 -0.266853 -0.1 0.1 -0.1
H 5.384545 -2.892602 1.342470 -0.2 0.2 -0.1
H 3.822088 -1.370371 -2.404588 0.1 0.0 0.1
H 2.067320 -1.598025 -2.452311 -0.1 0.0 0.1
H 3.150745 -3.008743 -2.207930 0.0 0.1 -0.3
C -3.474432 -0.952770 -6.091725 -1.0 -0.7 1.9
O -2.233346 -0.788991 -6.718661 0.0 0.0 -0.8
P -0.994937 -0.184997 -5.933688 -0.3 0.9 0.0
O 0.185771 -0.027725 -6.764996 0.2 -0.4 -0.1
O -0.898171 -1.066575 -4.623436 0.2 -0.1 0.2
C -0.588558 -2.456219 -4.733649 -0.3 -0.4 0.5
O -1.493121 1.210213 -5.368314 -0.5 -0.3 0.2
C -1.854206 1.476625 -4.008882 1.2 0.1 0.8
H -3.421010 -1.721757 -5.301756 0.3 0.0 -0.2
H -4.291198 -1.297435 -6.721480 0.5 0.2 -0.8
H -3.837585 -0.076121 -5.544226 0.3 0.3 -0.4
H -1.005553 -2.864658 -5.653499 0.3 -0.1 -0.1
H -1.067430 -2.968273 -3.895747 -0.2 0.2 0.0
H 0.477409 -2.640258 -4.612574 0.1 0.2 -0.4
H -0.981460 1.936476 -3.535903 -0.1 0.1 0.0
H -2.005099 0.568176 -3.427876 -0.4 0.0 -0.2
H -2.668269 2.189468 -3.921841 -0.2 -0.2 -0.4
C 0.504439 -0.001964 1.595146 0.6 -1.0 0.3
O -0.177873 1.053332 0.916943 -0.1 0.2 0.1
P -0.637974 0.808239 -0.577072 0.6 0.5 0.3
O 0.378403 0.231948 -1.454736 -0.2 -0.4 -0.1
O -1.969745 -0.034160 -0.509450 0.0 0.1 -0.1
C -3.008118 0.394377 0.370164 -1.0 0.1 0.4
O -1.103267 2.261546 -0.978960 -0.7 0.0 0.0
C -0.370244 3.427333 -0.616923 0.7 0.4 0.1
H -0.183883 -0.639668 2.152141 -0.2 0.1 -0.2
H 1.235270 0.362508 2.314117 -0.1 0.6 -0.2
H 1.063177 -0.613262 0.886822 -0.1 0.0 0.0
H -3.812127 0.887028 -0.180139 0.2 0.1 -0.2
H -2.667339 1.066129 1.157518 0.3 0.0 -0.1
H -3.475784 -0.458352 0.860985 0.3 -0.2 -0.1
H -0.839989 4.299424 -1.063549 -0.3 -0.2 0.0
H 0.652747 3.393351 -1.002223 -0.1 -0.2 0.0
H -0.325011 3.536709 0.465560 -0.1 0.0 0.0
```
Positions in Å, forces in eV/Å.

Relative energy (zero: lowest compared OMol25 entry of this formula, charge and spin): 0.000 eV
HOMO-LUMO gap: 9.85 eV
SMILES: O=C1OC[C@@H](F)O1.O=C1OC[C@@H](F)O1.O=C1OC[C@@H](F)O1.O=C1OC[C@@H](F)O1.COP(=O)(OC)OC.COP(=O)(OC)OC.COP(=O)(OC)OC.COP(=O)(OC)OC
DFT total energy: -4815.32041 Eh

Results of the Löwdin charge analysis, in e, for atoms 1 through 8: atom 1 (O): 0.181, atom 2 (C): -0.539, atom 3 (O): 0.088, atom 4 (C): -0.029, atom 5 (C): -0.297, atom 6 (F): 0.063, atom 7 (O): 0.129, atom 8 (H): 0.138

[2]
The following is a DFT calculation (ωB97M-V/def2-TZVPD) of a cluster of 8 separate species, C24H48O24 in total at a distorted geometry.

```
96
Properties=species:S:1:pos:R:3:forces:R:3
C -0.352815 3.144253 -1.959489 -0.2 0.5 1.1
O -0.430169 2.790439 -3.320795 0.2 -0.1 -0.2
C -1.649490 2.632000 -3.814766 -0.1 0.0 -0.2
O -2.685800 2.867356 -3.249756 -0.2 0.0 0.2
O -1.529941 2.181053 -5.058424 0.4 0.1 0.1
C -2.715497 2.002150 -5.810930 -0.5 -0.1 -0.3
H -0.372210 2.265981 -1.311471 0.1 -0.1 -0.2
H -1.175480 3.787970 -1.643013 -0.1 -0.1 -0.3
H 0.554584 3.715635 -1.775604 0.2 -0.2 -0.4
H -2.516986 2.363259 -6.816635 0.1 -0.1 0.0
H -3.562890 2.547804 -5.399604 0.1 0.0 0.1
H -2.960461 0.940039 -5.843341 0.0 0.0 0.0
C -1.591146 -1.468950 1.137359 0.0 0.0 -0.3
O -1.292682 -0.087443 1.348415 -0.5 0.2 -0.2
C -0.018861 0.264340 1.371579 0.3 -0.6 0.7
O 0.926451 -0.487619 1.350036 -0.1 0.2 -0.3
O 0.037224 1.580301 1.528464 0.0 0.4 -0.2
C 1.356918 2.130859 1.576828 0.1 -0.2 -0.2
H -2.622797 -1.497649 0.791841 -0.1 0.0 0.2
H -1.480699 -2.023015 2.066260 0.1 -0.1 0.0
H -0.965632 -1.861274 0.338785 0.2 -0.1 0.2
H 1.230359 3.198199 1.715244 0.0 0.0 0.0
H 1.883583 1.925049 0.644282 0.0 0.0 0.0
H 1.921571 1.694434 2.396902 0.0 0.1 0.1
C 4.032362 3.494658 -2.124264 -0.4 -0.1 -0.3
O 3.781168 4.902809 -2.094508 0.2 0.3 0.5
C 2.987076 5.342722 -3.060428 0.2 -0.3 -0.5
O 2.550826 4.674709 -3.962758 -0.2 0.0 0.1
O 2.786830 6.645788 -2.898601 0.0 0.1 0.6
C 1.832159 7.206126 -3.776893 -0.7 0.3 -0.7
H 3.081836 2.983300 -1.972258 0.1 -0.2 0.0
H 4.720602 3.246601 -1.326386 0.1 0.2 0.1
H 4.429423 3.230526 -3.101569 0.1 -0.2 0.1
H 0.957895 6.566482 -3.910389 0.2 -0.2 0.1
H 2.272453 7.378789 -4.759171 0.0 0.0 0.0
H 1.468185 8.142379 -3.362328 0.4 0.1 0.2
C 2.117489 -2.928877 -0.530953 0.8 0.4 0.3
O 1.306240 -3.767613 0.284415 -0.5 0.1 -0.1
C 1.917360 -4.824482 0.806956 0.4 0.3 0.0
O 3.077672 -5.102454 0.667457 0.0 -0.2 0.0
O 1.026302 -5.487530 1.528500 -0.7 -0.1 0.1
C 1.457988 -6.723947 2.076244 0.4 -0.4 0.0
H 1.484354 -2.171319 -0.979184 -0.2 -0.2 -0.2
H 2.691848 -3.518354 -1.241868 -0.2 0.0 -0.2
H 2.836127 -2.390441 0.090271 0.0 -0.1 0.0
H 0.662816 -7.122474 2.697958 -0.1 0.3 0.0
H 2.360483 -6.573472 2.665666 0.0 -0.1 0.0
H 1.646871 -7.442638 1.277886 0.2 0.1 0.0
C -4.218002 3.544149 -0.486677 0.6 0.6 -0.7
O -4.077212 2.865212 0.752620 -0.1 0.0 0.1
C -5.025923 3.061889 1.679473 0.3 0.0 0.0
O -5.944032 3.819623 1.591088 -0.3 0.1 0.0
O -4.813135 2.317839 2.765991 -0.1 0.2 0.1
C -3.744214 1.383732 2.775507 0.3 -1.0 -0.3
H -4.945269 4.351692 -0.490067 -0.3 -0.3 0.3
H -4.408821 2.819786 -1.272944 -0.2 0.0 0.0
H -3.263249 4.016130 -0.729611 0.0 -0.2 0.2
H -3.714741 0.811927 1.848279 0.0 0.1 0.0
H -3.945533 0.673158 3.574985 -0.1 0.2 0.2
H -2.754993 1.815963 2.918041 -0.2 0.4 0.0
C -1.181919 -3.777050 -2.061003 0.4 -0.2 -0.1
O -2.432437 -3.100047 -1.970478 0.1 -0.2 0.0
C -2.390637 -1.779845 -2.098450 -0.2 0.2 0.0
O -1.417404 -1.078752 -2.204553 0.3 -0.2 -0.1
O -3.644194 -1.344903 -2.065253 -0.3 -0.1 0.0
C -3.800367 0.051458 -2.234027 0.2 1.1 -0.3
H -0.737635 -3.660646 -3.050257 -0.1 0.1 0.0
H -1.388285 -4.830480 -1.894600 -0.1 0.0 0.0
H -0.478929 -3.434850 -1.306711 -0.1 0.1 0.0
H -3.137836 0.625676 -1.582105 -0.1 -0.2 0.1
H -4.835668 0.309887 -2.034950 -0.1 -0.3 0.2
H -3.569187 0.385459 -3.251043 0.0 -0.4 0.1
C -2.053880 -2.906383 7.500993 0.2 0.0 0.1
O -1.619042 -2.879646 6.135919 -0.1 0.2 0.0
C -1.986851 -3.926719 5.406691 -0.1 -0.2 0.1
O -2.554746 -4.907148 5.809514 0.0 0.0 0.1
O -1.621491 -3.706746 4.148419 0.2 0.5 -0.2
C -1.768932 -4.793625 3.257510 -0.3 -1.2 0.0
H -1.867383 -1.905589 7.877311 -0.1 0.0 0.0
H -1.466324 -3.619780 8.077444 0.0 -0.1 -0.1
H -3.106425 -3.168495 7.563874 0.0 0.0 0.0
H -0.955260 -5.511196 3.383397 0.2 0.3 0.0
H -1.775526 -4.425699 2.239435 0.1 0.2 0.0
H -2.674566 -5.369488 3.461282 -0.1 0.3 0.0
C 4.150368 -0.592833 2.094916 -0.2 0.0 0.7
O 4.566578 0.248240 1.024082 -0.2 0.0 -0.2
C 5.487306 -0.283651 0.220777 -0.1 0.4 0.1
O 6.009329 -1.349647 0.358115 0.2 -0.5 0.0
O 5.734667 0.590205 -0.756879 -0.3 0.2 0.0
C 6.767112 0.224825 -1.664337 0.2 -0.1 -0.4
H 3.736766 -1.540859 1.764080 0.2 0.0 -0.2
H 3.355125 -0.064734 2.610793 0.0 0.1 -0.1
H 4.970967 -0.766961 2.790238 0.1 -0.1 -0.1
H 7.736768 0.307632 -1.177284 0.0 0.0 0.0
H 6.688311 0.917817 -2.497860 0.1 0.1 0.1
H 6.643292 -0.783004 -2.057667 -0.1 -0.1 0.2
```
Positions in Å, forces in eV/Å.

Relative energy (zero: lowest compared OMol25 entry of this formula, charge and spin): 0.266 eV
HOMO-LUMO gap: 11.14 eV
SMILES: COC(=O)OC.COC(=O)OC.COC(=O)OC.COC(=O)OC.COC(=O)OC.COC(=O)OC.COC(=O)OC.COC(=O)OC
DFT total energy: -2749.08752 Eh

Results of the Löwdin charge analysis, in e, for atoms 1 through 8: atom 1 (C): -0.029, atom 2 (O): 0.033, atom 3 (C): -0.604, atom 4 (O): 0.101, atom 5 (O): 0.018, atom 6 (C): -0.042, atom 7 (H): 0.098, atom 8 (H): 0.083